DFT (ωB97M-V/def2-TZVPD) results for a molecular structure, C21H51BrCl2GaNO9PS in a non-equilibrium geometry.

Element x y z (Å)
C1 -2.808 -2.580 -1.243
C2 -1.615 -1.946 -1.948
Br1 -2.188 -0.840 -3.466
C3 -0.683 -1.220 -1.012
Ga1 -1.402 0.393 -0.008
C4 0.246 1.370 0.757
C5 0.871 2.389 -0.221
C6 2.358 2.125 -0.524
S1 2.673 1.708 -2.213
O1 2.142 0.426 -2.501
O2 4.066 1.864 -2.515
O3 1.893 2.772 -3.084
P1 -2.719 -0.252 1.865
N1 -4.261 -0.559 1.472
C7 -2.412 1.790 -1.124
Cl1 -2.226 3.470 -0.411
C8 -3.909 1.495 -1.288
C9 -4.829 2.111 -0.257
Cl2 -4.446 2.210 -2.904
H1 -2.542 -2.729 -0.202
H2 -3.721 -2.011 -1.354
H3 -2.971 -3.568 -1.661
H4 -1.064 -2.751 -2.415
H5 -0.406 -1.952 -0.254
H6 0.233 -0.966 -1.534
H7 0.973 0.581 0.938
H8 0.031 1.840 1.712
H9 0.790 3.379 0.199
H10 0.323 2.364 -1.156
H11 2.823 1.370 0.095
H12 2.915 3.045 -0.384
H13 2.560 3.327 -3.526
H14 -2.125 -1.445 2.388
H15 -2.639 0.704 2.912
H16 -4.871 0.029 2.032
H17 -2.021 1.892 -2.123
H18 -4.071 0.432 -1.369
H19 -4.408 2.051 0.737
H20 -5.753 1.543 -0.242
H21 -5.079 3.121 -0.538
C10 8.701 -2.219 -3.329
O4 8.934 -0.920 -2.817
C11 9.283 0.024 -3.816
C12 8.102 0.873 -4.239
O5 7.102 0.108 -4.882
C13 6.010 -0.226 -4.026
H22 8.183 -2.788 -2.559
H23 8.080 -2.194 -4.226
H24 9.651 -2.717 -3.556
H25 9.718 -0.479 -4.686
H26 10.049 0.677 -3.385
H27 8.454 1.618 -4.962
H28 7.686 1.407 -3.379
H29 5.348 0.631 -3.900
H30 6.353 -0.566 -3.047
H31 5.454 -1.032 -4.501
C14 -4.352 5.336 2.577
O6 -4.293 4.261 3.501
C15 -2.967 3.877 3.826
C16 -2.523 4.451 5.154
O7 -2.434 5.870 5.125
C17 -3.562 6.511 5.688
H32 -5.367 5.732 2.593
H33 -3.656 6.136 2.839
H34 -4.131 4.974 1.568
H35 -2.275 4.166 3.029
H36 -2.956 2.785 3.898
H37 -1.522 4.072 5.382
H38 -3.198 4.126 5.952
H39 -3.517 6.475 6.783
H40 -4.496 6.059 5.347
H41 -3.541 7.553 5.371
C18 -2.540 -7.729 0.447
O8 -1.376 -7.828 1.248
C19 -0.267 -7.120 0.715
C20 -0.082 -5.771 1.376
O9 -1.165 -4.902 1.107
C21 -2.106 -4.814 2.165
H42 -3.386 -8.053 1.051
H43 -2.717 -6.705 0.113
H44 -2.460 -8.387 -0.427
H45 -0.373 -6.999 -0.368
H46 0.623 -7.729 0.901
H47 0.818 -5.303 0.964
H48 0.061 -5.890 2.454
H49 -1.718 -4.167 2.958
H50 -2.349 -5.796 2.578
H51 -3.014 -4.366 1.763

Calculated values
Charge: -1
Maximum force in eV Å⁻¹: 1.6
E in Ha: -7721.26573
Highest occupied orbital energy in eV: -4.38
Gap between HOMO and LUMO in eV: 6.636

DFT (ωB97M-V/def2-TZVPD) results for 2 unconnected molecules or ions with the total composition C4H4BrN in a non-equilibrium geometry.

Element x y z (Å)
C1 -2.200 1.772 0.053
C2 -0.122 0.916 -0.028
C3 0.031 -0.373 -0.026
C4 1.374 -1.040 0.000
N1 -3.259 2.184 0.062
Br1 -1.447 -1.591 -0.072
H1 0.506 1.774 -0.006
H2 1.410 -1.765 0.812
H3 1.544 -1.574 -0.935
H4 2.162 -0.303 0.140

Calculated values
Maximum force in eV Å⁻¹: 6.3
E in Ha: -2783.43266
Highest occupied orbital energy in eV: -10.71
Energy above the lowest of the compared OMol25 structures with the same formula, charge and spin in kJ/mol: 318.3
Gap between HOMO and LUMO in eV: 9.493

DFT (ωB97M-V/def2-TZVPD) results for 20 unconnected molecules or ions with the total composition C40H120O20 in a non-equilibrium geometry.

Element x y z (Å)
C1 -1.164 0.068 4.398
C2 -2.513 -0.300 3.742
O1 -2.969 -1.379 4.525
H1 -1.292 0.353 5.442
H2 -0.830 1.004 3.951
H3 -0.380 -0.687 4.362
H4 -2.279 -0.667 2.742
H5 -3.168 0.572 3.718
H6 -3.888 -1.518 4.285
C3 0.327 -3.427 4.460
C4 0.350 -4.961 4.290
O2 1.206 -5.310 3.249
H7 -0.240 -3.159 5.351
H8 -0.205 -2.929 3.649
H9 1.301 -2.955 4.586
H10 -0.651 -5.269 3.986
H11 0.618 -5.558 5.161
H12 1.400 -6.230 3.444
C5 2.724 0.120 -3.946
C6 3.319 0.095 -2.545
O3 2.708 1.052 -1.700
H13 1.639 0.024 -3.888
H14 3.168 -0.689 -4.525
H15 3.009 1.053 -4.432
H16 4.400 0.166 -2.658
H17 3.127 -0.863 -2.061
H18 3.168 1.089 -0.858
C7 -4.776 0.434 0.990
C8 -5.698 1.159 1.935
O4 -5.639 2.496 1.526
H19 -4.672 -0.630 1.199
H20 -3.763 0.828 1.069
H21 -5.083 0.647 -0.034
H22 -5.471 1.042 2.995
H23 -6.746 0.886 1.809
H24 -4.835 2.903 1.858
C9 -0.506 0.434 -0.067
C10 0.366 -0.468 0.689
O5 0.191 -1.743 0.144
H25 -0.083 0.596 -1.058
H26 -0.512 1.430 0.376
H27 -1.529 0.067 -0.143
H28 0.138 -0.522 1.753
H29 1.400 -0.126 0.639
H30 0.767 -2.342 0.625
C11 0.864 -2.997 -2.977
C12 -0.373 -3.734 -2.428
O6 -1.235 -2.811 -1.934
H31 0.555 -2.104 -3.521
H32 1.623 -3.581 -3.498
H33 1.475 -2.568 -2.184
H34 -0.136 -4.322 -1.542
H35 -0.768 -4.439 -3.160
H36 -0.685 -2.385 -1.273
C13 -0.502 3.733 -4.248
C14 -0.059 2.692 -3.237
O7 1.191 3.050 -2.671
H37 0.291 4.250 -4.788
H38 -0.865 4.592 -3.683
H39 -1.267 3.553 -5.002
H40 0.025 1.788 -3.841
H41 -0.847 2.591 -2.491
H42 1.651 2.340 -2.218
C15 2.654 0.308 5.230
C16 4.070 -0.149 4.880
O8 4.946 0.880 5.209
H43 2.335 1.116 4.572
H44 2.525 0.474 6.300
H45 1.980 -0.492 4.921
H46 4.012 -0.293 3.801
H47 4.362 -1.112 5.300
H48 5.745 0.494 5.575
C17 3.647 -4.480 -1.645
C18 4.186 -5.729 -2.455
O9 3.548 -5.858 -3.668
H49 2.558 -4.528 -1.619
H50 3.888 -3.535 -2.130
H51 3.972 -4.544 -0.606
H52 4.073 -6.621 -1.837
H53 5.269 -5.682 -2.570
H54 3.563 -4.986 -4.071
C19 -0.355 5.915 4.461
C20 0.041 4.608 3.730
O10 -1.022 3.705 3.937
H55 -1.252 6.348 4.017
H56 0.432 6.669 4.467
H57 -0.527 5.723 5.520
H58 0.941 4.111 4.092
H59 0.283 4.764 2.679
H60 -1.045 3.532 4.881
C21 -8.033 -0.174 -0.770
C22 -7.237 -1.303 -1.343
O11 -7.832 -2.536 -0.996
H61 -8.076 -0.246 0.317
H62 -9.090 -0.255 -1.020
H63 -7.709 0.777 -1.194
H64 -6.178 -1.255 -1.087
H65 -7.218 -1.177 -2.425
H66 -8.228 -2.982 -1.748
C23 2.524 3.029 1.168
C24 3.908 2.540 1.533
O12 4.215 1.435 0.658
H67 1.834 2.229 0.900
H68 2.468 3.632 0.261
H69 2.011 3.546 1.979
H70 3.955 2.107 2.532
H71 4.602 3.375 1.442
H72 5.102 1.138 0.872
C25 -2.706 -3.058 1.304
C26 -3.609 -3.982 0.494
O13 -2.803 -4.621 -0.501
H73 -3.352 -2.536 2.010
H74 -2.256 -2.277 0.692
H75 -1.821 -3.455 1.801
H76 -4.421 -3.471 -0.024
H77 -3.975 -4.698 1.229
H78 -2.537 -3.961 -1.145
C27 -4.644 0.361 -3.120
C28 -3.438 -0.376 -2.479
O14 -2.711 -1.072 -3.488
H79 -4.448 1.161 -3.834
H80 -5.311 0.830 -2.397
H81 -5.302 -0.371 -3.588
H82 -3.710 -1.117 -1.728
H83 -2.678 0.268 -2.036
H84 -2.157 -1.743 -3.082
C29 5.709 4.624 -2.622
C30 4.521 3.633 -2.677
O15 3.536 4.218 -3.470
H85 6.589 4.360 -2.035
H86 5.384 5.598 -2.257
H87 6.141 4.771 -3.612
H88 4.203 3.339 -1.677
H89 4.860 2.658 -3.030
H90 2.706 3.836 -3.176
C31 -2.457 4.019 0.099
C32 -2.951 4.828 1.266
O16 -3.380 4.011 2.281
H91 -1.662 3.327 0.378
H92 -2.107 4.603 -0.752
H93 -3.237 3.397 -0.341
H94 -3.776 5.457 0.933
H95 -2.118 5.403 1.671
H96 -2.635 3.800 2.849
C33 0.949 6.479 -1.010
C34 0.434 7.439 0.020
O17 0.067 8.676 -0.626
H97 1.661 6.909 -1.715
H98 0.092 6.207 -1.627
H99 1.426 5.559 -0.676
H100 1.165 7.662 0.797
H101 -0.405 7.013 0.572
H102 0.787 8.953 -1.197
C35 4.456 -6.510 2.033
C36 4.563 -7.846 1.246
O18 5.906 -8.110 0.906
H103 4.891 -6.625 3.025
H104 3.417 -6.195 2.131
H105 5.011 -5.707 1.548
H106 4.024 -7.784 0.300
H107 4.174 -8.657 1.862
H108 5.920 -8.963 0.467
C37 3.747 -1.811 1.024
C38 3.328 -3.055 1.845
O19 1.971 -3.404 1.598
H109 3.531 -1.898 -0.041
H110 4.780 -1.540 1.241
H111 3.216 -0.909 1.327
H112 3.439 -2.983 2.927
H113 3.979 -3.882 1.560
H114 1.636 -4.143 2.111
C39 -3.738 -0.172 -7.268
C40 -2.891 0.840 -6.524
O20 -1.919 0.133 -5.810
H115 -4.393 -0.736 -6.604
H116 -3.095 -0.837 -7.846
H117 -4.489 0.378 -7.834
H118 -3.550 1.434 -5.891
H119 -2.412 1.567 -7.180
H120 -2.343 -0.198 -5.015

Calculated values
Maximum force in eV Å⁻¹: 3.3
E in Ha: -3100.55304
Highest occupied orbital energy in eV: -9.29
Energy above the lowest of the compared OMol25 structures with the same formula, charge and spin in kJ/mol: 235.2
Gap between HOMO and LUMO in eV: 9.377

DFT (ωB97M-V/def2-TZVPD) results for a gas-phase ion, C13H16F10IN2S2 (charge +1) in a non-equilibrium geometry.

Element x y z (Å)
C1 -1.250 -2.699 4.044
C2 -1.871 -1.364 3.583
C3 -1.858 -1.323 2.036
F1 -0.883 -2.139 1.473
C4 -1.652 0.048 1.425
C5 -2.657 0.583 0.612
S1 -4.191 -0.235 0.299
N1 -2.459 1.773 0.088
N2 -1.402 2.539 0.211
C6 -0.448 2.077 0.968
C7 0.765 2.942 1.148
C8 2.009 2.504 0.315
C9 1.692 1.767 -1.010
C10 1.827 0.231 -0.840
C11 2.539 -0.513 -1.971
F2 3.175 0.284 -2.841
F3 3.542 -1.239 -1.378
C12 1.667 -1.589 -2.682
F4 0.917 -2.275 -1.820
F5 2.503 -2.480 -3.227
S2 0.579 -0.946 -4.090
F6 -0.747 -1.271 -3.252
F7 0.581 0.531 -3.505
F8 1.834 -0.679 -4.993
F9 0.500 -2.418 -4.682
F10 -0.338 -0.445 -5.264
C13 -0.523 0.808 1.619
I1 1.020 0.123 2.838
H1 -1.563 -3.526 3.409
H2 -1.569 -2.956 5.051
H3 -0.168 -2.604 3.989
H4 -2.921 -1.412 3.877
H5 -1.380 -0.508 4.032
H6 -2.803 -1.755 1.718
H7 -4.175 -0.214 -1.052
H8 -3.214 2.147 -0.483
H9 1.041 2.911 2.203
H10 0.496 3.971 0.917
H11 2.712 1.968 0.949
H12 2.527 3.425 0.044
H13 2.342 2.183 -1.775
H14 0.671 1.962 -1.340
H15 2.315 -0.009 0.097
H16 0.817 -0.178 -0.739

Calculated values
Charge: +1
Maximum force in eV Å⁻¹: 1.7
E in Ha: -2706.86392
Highest occupied orbital energy in eV: -13.62
Gap between HOMO and LUMO in eV: 8.395

Number 1: lowest unoccupied orbital energy 2.25 eV. Number 2: lowest unoccupied orbital energy -1.21 eV. Number 3: lowest unoccupied orbital energy 0.09 eV. Number 4: lowest unoccupied orbital energy -5.23 eV.